1.
DFT (ωB97M-V/def2-TZVPD) results for a 2-piece molecular cluster, C6H10 overall.

Structure (ORCA input):
```
! wB97M-V def2-TZVPD RIJCOSX def2/J DEFGRID3
* xyz 0 1
C -1.0114 0.5823 0.7408
C 0.4504 1.0370 0.8104
C 1.1358 0.6923 -0.5145
C 0.9229 -0.6462 -0.9495
C -0.0458 -1.4426 -0.4710
C -1.1312 -0.9241 0.4498
H -1.4760 1.1568 -0.0667
H -1.5518 0.8307 1.6609
H 0.9582 0.4846 1.6334
H 0.5460 2.0945 1.0726
H 1.9950 1.2602 -0.8189
H 1.0861 0.6945 -2.2550
H 1.4264 -0.7123 -1.9462
H -0.0710 -2.4932 -0.7455
H -1.1089 -1.4954 1.3865
H -2.1246 -1.1191 0.0130
*
```

Output
- E_tot (eV) = -6379.645
- orbital gap (spin up / spin down) (eV) = 7.8461 / 7.8456
- relative energy (zero: lowest compared OMol25 entry of this formula, charge and spin) (kcal/mol) = 97.2


2.
DFT (ωB97M-V/def2-TZVPD) results for one molecule with the formula C6H10.

Structure (ORCA input):
```
! wB97M-V def2-TZVPD RIJCOSX def2/J DEFGRID3
* xyz 0 1
C -2.2017 -0.3211 0.2227
C -1.2164 -1.2044 0.1271
C 0.1664 -0.9113 0.6685
C 0.7933 0.1803 -0.1955
C 0.5400 0.1705 -1.5002
C 1.5534 1.2954 0.4635
H -2.0541 0.6043 0.7711
H -3.1497 -0.4324 -0.2887
H -1.3471 -2.0940 -0.4805
H 0.7870 -1.8159 0.6993
H 0.0836 -0.5633 1.7045
H 0.0333 -0.6748 -1.9439
H 0.7497 0.9974 -2.1662
H 2.3585 0.9152 1.1026
H 2.0056 1.9532 -0.2852
H 0.8982 1.9010 1.1010
*
```

Output
- E_tot (eV) = -6382.612
- orbital gap (eV) = 9.9906
- SMILES string = C=CCC(=C)C
- relative energy (zero: lowest compared OMol25 entry of this formula, charge and spin) (kcal/mol) = 28.8


3.
DFT (ωB97M-V/def2-TZVPD) results for one molecule with the formula C6H10.

Structure (ORCA input):
```
! wB97M-V def2-TZVPD RIJCOSX def2/J DEFGRID3
* xyz 0 1
C 1.7294 -0.1360 1.9379
C 1.0737 0.1279 0.9676
C 0.4376 0.3651 -0.3171
C 0.2984 1.8888 -0.5764
C -0.9679 -0.3034 -0.3892
C -0.9383 -1.8153 -0.2001
H 2.1699 -0.2919 2.8870
H 1.2474 -0.1527 -0.9302
H -0.3652 2.3778 0.1588
H 1.2685 2.3870 -0.5126
H -0.1254 2.0764 -1.5686
H -1.4118 -0.0549 -1.3617
H -1.6394 0.1453 0.3673
H -0.2950 -2.2791 -0.9544
H -0.5450 -2.0804 0.7865
H -1.9368 -2.2547 -0.2948
*
```

Output
- E_tot (eV) = -6382.234
- orbital gap (eV) = 10.9520
- SMILES string = C#C[C@H](C)CC
- relative energy (zero: lowest compared OMol25 entry of this formula, charge and spin) (kcal/mol) = 37.5


What maximum force values result from the calculations? In sequence: 0.0476, 0.0087, 0.0338 hartree/bohr.